1.
ORCA calculation (wB97M-V/def2-TZVPD) on a cluster of 2 separate species, C3H10NPSi in total at a distorted geometry.

Properties
E_LUMO (spin up / spin down), eV: -0.4 / -0.3
Gap between HOMO and LUMO (spin up / spin down), hartree: 0.2203 / 0.2489
Net charge: 0
Energy relative to the best compared isomer or geometry (same formula, charge and spin), eV: 3.648
Highest occupied orbital energy (spin up / spin down), eV: -6.37 / -7.07

Geometry (Å):
P1 3.37 -0.25 -0.10
Si1 -1.00 0.04 0.25
N1 3.31 0.83 -1.18
C1 0.47 -0.25 -0.86
C2 -1.41 1.75 0.86
C3 -1.01 -1.27 1.67
H1 -0.66 2.45 0.90
H2 0.03 -1.30 1.97
H3 -2.26 2.27 0.34
H4 -1.80 -0.85 2.41
H5 -1.77 1.60 1.88
H6 -1.27 -2.16 1.14
H7 0.56 -1.19 -1.31
H8 0.62 0.54 -1.51
H9 1.49 -0.40 -0.29
H10 4.20 1.31 -1.48

2.
ORCA calculation (wB97M-V/def2-TZVPD) on a structure of composition C30H20N8O3Pt at a distorted geometry.

Properties
E_LUMO (spin up / spin down), eV: -7.7 / -7.6
Gap between HOMO and LUMO (spin up / spin down), hartree: 0.2114 / 0.2159
Net charge: +2
Energy relative to the best compared isomer or geometry (same formula, charge and spin), eV: 0.171
Highest occupied orbital energy (spin up / spin down), eV: -13.48 / -13.52

Geometry (Å):
Pt1 0.07 0.03 -0.13
O1 -4.66 -5.79 -0.23
O2 0.80 3.67 -1.41
O3 -3.92 -5.35 -2.21
N1 1.73 -0.76 -1.07
N2 -1.30 -1.04 -1.25
N3 -1.11 1.04 1.17
N4 1.48 0.72 1.03
N5 2.68 0.36 0.80
N6 -0.03 1.44 -1.53
N7 -3.94 -5.21 -1.01
N8 -0.22 -1.59 1.15
C1 -2.51 0.83 1.24
C2 1.39 2.88 3.96
C3 4.24 -1.45 -1.96
C4 -2.70 -1.54 -3.10
C5 -1.58 -3.56 1.39
C6 -2.64 -3.05 -1.22
C7 -3.15 -2.69 -2.49
C8 -3.28 1.03 0.09
C9 -3.01 -4.20 -0.45
C10 -5.25 0.36 1.31
C11 1.06 1.50 2.04
C12 0.40 2.58 -1.43
C13 2.83 -0.41 -0.34
C14 -0.37 1.65 2.10
C15 -2.54 -4.44 0.79
C16 -1.71 -2.18 -0.64
C17 -4.48 0.16 2.45
C18 1.88 -1.38 -2.24
C19 -1.15 -2.46 0.65
C20 -1.77 -0.73 -2.45
C21 3.12 -1.75 -2.72
C22 4.10 -0.77 -0.76
C23 -0.02 3.08 4.00
C24 1.94 2.11 2.99
C25 -4.65 0.80 0.13
C26 -3.11 0.39 2.41
C27 -0.88 2.50 3.13
C28 0.24 -1.77 2.37
C29 -1.06 -3.75 2.68
C30 -0.16 -2.84 3.17
H1 -2.51 0.20 3.30
H2 -1.94 2.70 3.17
H3 -5.25 0.97 -0.75
H4 -3.87 -3.32 -2.98
H5 0.97 -1.06 2.75
H6 -2.81 1.40 -0.81
H7 2.02 3.38 4.68
H8 3.20 -2.25 -3.67
H9 0.97 -1.59 -2.80
H10 -1.42 0.20 -2.87
H11 0.26 -2.94 4.16
H12 3.00 1.96 2.90
H13 5.23 -1.73 -2.31
H14 -4.94 -0.18 3.36
H15 -1.39 -4.59 3.27
H16 -2.89 -5.31 1.33
H17 4.95 -0.49 -0.15
H18 -0.42 3.75 4.76
H19 -3.07 -1.25 -4.07
H20 -6.32 0.20 1.34

3.
ORCA calculation (wB97M-V/def2-TZVPD) on a cluster of 12 separate species, C42H63N3O18 in total at a distorted geometry.

Properties
E_LUMO, eV: 0.4
Gap between HOMO and LUMO, hartree: 0.3802
Structure (SMILES): O=C1CCCO1.O=C1CCCO1.O=C1CCCO1.O=C1CCCO1.O=C1CCCO1.O=C1CCCO1.O=C1CCCO1.O=C1CCCO1.O=C1CCCO1.CC#N.CC#N.CC#N
Net charge: 0
Highest occupied orbital energy, eV: -9.90

Geometry (Å):
O1 2.12 6.59 -1.64
O2 -3.42 3.59 -2.38
O3 -6.44 -1.02 0.00
O4 -4.14 2.86 1.76
O5 2.84 -2.06 1.99
O6 1.72 2.71 2.62
O7 -1.63 -1.10 0.45
O8 -3.25 1.38 -2.02
O9 -2.66 3.00 3.39
O10 -6.77 -0.95 -2.27
O11 0.78 -1.36 2.63
O12 -0.94 -3.07 -0.19
O13 1.81 -5.68 3.70
O14 4.72 1.63 -2.62
O15 1.41 -3.80 4.79
O16 3.28 1.27 2.14
O17 1.12 5.31 -3.24
O18 3.03 1.93 -1.14
N1 3.83 -3.48 -2.44
N2 -0.07 -1.35 -4.14
N3 2.21 -6.61 -0.67
C1 -0.19 0.34 -0.77
C2 -0.14 4.61 -3.18
C3 0.38 -5.17 -1.95
C4 1.07 -4.57 3.93
C5 4.72 1.32 1.81
C6 -1.30 4.78 2.66
C7 3.06 0.02 -2.70
C8 -2.06 4.16 1.44
C9 2.14 -1.56 2.80
C10 3.81 -0.04 -4.00
C11 0.03 3.70 -1.96
C12 -4.65 -2.57 0.27
C13 -0.77 -2.20 -4.45
C14 5.19 0.64 -3.54
C15 1.51 5.64 -1.99
C16 2.49 -1.18 4.25
C17 1.33 -0.32 4.72
C18 2.82 2.54 2.21
C19 -3.95 2.38 -2.00
C20 1.43 -5.97 -1.22
C21 0.41 -1.10 -0.72
C22 -1.24 0.28 0.32
C23 -5.36 2.57 -1.59
C24 -0.18 -4.58 3.10
C25 4.43 -4.21 -0.01
C26 1.36 -6.24 2.43
C27 4.03 -3.84 -1.38
C28 3.56 1.29 -2.02
C29 0.84 4.56 -1.01
C30 5.18 2.76 2.02
C31 3.89 3.52 1.78
C32 -0.72 -1.89 -0.17
C33 -4.44 4.65 -2.36
C34 -6.13 -1.36 -1.27
C35 -3.10 3.31 2.16
C36 -0.06 -5.89 2.39
C37 -1.73 -3.24 -4.98
C38 -4.80 -2.28 -1.26
C39 0.16 -0.85 3.86
C40 -5.39 -1.47 0.87
C41 -1.37 3.60 3.64
C42 -5.80 3.90 -2.29
H1 -4.76 -0.64 1.02
H2 3.41 0.64 -4.77
H3 -5.45 2.67 -0.54
H4 -1.35 -4.23 -4.77
H5 -2.09 0.94 0.09
H6 0.60 1.15 -0.63
H7 0.67 -1.57 -1.68
H8 -1.87 5.62 3.10
H9 4.41 -5.28 0.12
H10 -5.00 -3.56 0.51
H11 -0.28 5.07 2.57
H12 1.86 -5.71 1.63
H13 0.29 5.19 -0.33
H14 1.96 0.14 -2.75
H15 -0.17 -3.78 2.38
H16 -0.31 4.00 -4.04
H17 1.47 0.71 4.44
H18 -1.37 3.42 0.95
H19 1.71 4.06 -0.51
H20 -0.68 2.79 3.38
H21 -5.97 1.69 -1.88
H22 -0.91 5.35 -3.14
H23 3.75 4.40 2.35
H24 3.26 -0.90 -2.10
H25 1.17 -1.03 0.03
H26 1.69 -7.30 2.42
H27 0.52 2.80 -2.28
H28 3.76 -3.89 0.80
H29 3.59 3.66 0.77
H30 -0.93 0.55 1.30
H31 -1.31 3.97 4.64
H32 -0.52 0.01 3.56
H33 -4.02 -1.71 -1.71
H34 -4.30 5.28 -1.45
H35 3.89 -1.05 -4.38
H36 -0.63 -6.64 2.96
H37 -3.60 -2.72 0.56
H38 -4.36 5.24 -3.26
H39 3.45 -0.61 4.19
H40 -2.46 4.88 0.65
H41 5.14 0.59 2.50
H42 5.99 2.99 1.29
H43 -0.96 3.47 -1.55
H44 -1.79 -3.20 -6.06
H45 -0.27 -1.71 4.34
H46 -6.54 4.37 -1.70
H47 2.72 -2.03 4.87
H48 -5.85 -1.77 1.85
H49 0.75 -5.19 -2.98
H50 5.49 2.83 3.05
H51 -5.07 -3.12 -1.88
H52 5.78 -0.10 -3.06
H53 -6.13 3.81 -3.33
H54 -0.73 0.58 -1.69
H55 0.23 -4.20 -1.56
H56 5.66 1.33 -4.26
H57 1.17 -0.37 5.80
H58 4.80 1.03 0.76
H59 -0.51 -5.82 1.43
H60 -1.08 -4.43 3.64
H61 -2.70 -3.08 -4.52
H62 5.39 -3.79 0.12
H63 -0.63 -5.66 -1.87

4.
ORCA calculation (wB97M-V/def2-TZVPD) on a cluster of 6 separate species, C19H39NO20P3 in total at a distorted geometry.

Properties
E_LUMO, eV: 0.2
Gap between HOMO and LUMO, hartree: 0.1359
Net charge: -1
Energy relative to the best compared isomer or geometry (same formula, charge and spin), eV: 0.668
Highest occupied orbital energy, eV: -3.51

Geometry (Å):
P1 -1.66 15.13 -3.54
P2 5.84 12.99 -1.06
P3 2.93 15.90 -4.71
O1 4.20 15.45 -3.90
O2 7.47 18.24 -1.73
O3 -1.11 14.08 -4.64
O4 -2.06 18.52 -1.35
O5 1.99 14.52 -4.73
O6 6.00 14.57 -0.53
O7 -3.24 15.05 -3.63
O8 1.14 17.40 -0.52
O9 8.62 20.65 -1.77
O10 2.75 18.62 -1.04
O11 3.34 16.03 -6.34
O12 5.82 13.03 -2.76
O13 7.24 12.31 -0.48
O14 6.37 21.79 2.19
O15 -1.21 14.24 -2.20
O16 5.86 18.92 2.61
O17 4.72 12.31 -0.35
O18 -1.08 16.50 -3.61
O19 2.27 17.16 -4.22
O20 3.21 17.09 0.47
N1 -3.07 17.65 0.50
C1 6.06 11.72 -3.39
C2 6.70 20.89 1.43
C3 5.77 14.99 0.81
C4 -4.39 17.37 1.17
C5 2.61 13.27 -5.03
C6 -1.44 12.72 -4.43
C7 2.31 17.72 -0.33
C8 4.55 16.65 -6.77
C9 7.93 20.30 -0.72
C10 -4.09 15.45 -2.57
C11 7.59 21.22 0.23
C12 -3.04 18.48 -0.60
C13 0.05 14.36 -1.58
C14 6.43 19.42 1.50
C15 6.72 18.59 0.43
C16 8.52 12.74 -0.86
C17 7.41 18.99 -0.73
C18 -1.92 16.97 1.09
C19 4.69 16.21 -2.80
H1 0.23 13.31 -1.31
H2 5.14 11.31 -3.80
H3 2.84 13.00 -6.06
H4 -3.99 19.02 -0.71
H5 -1.49 12.35 -5.46
H6 3.63 13.24 -4.63
H7 4.55 17.27 -3.01
H8 3.81 17.84 0.42
H9 5.76 16.12 -2.61
H10 -3.92 14.61 -1.90
H11 0.97 14.61 -2.10
H12 5.46 19.62 3.13
H13 -4.67 16.35 0.94
H14 6.50 11.09 -2.62
H15 6.67 15.51 1.15
H16 6.56 17.53 0.49
H17 5.61 14.03 1.30
H18 -3.80 16.42 -2.17
H19 4.06 16.13 -1.91
H20 -0.65 12.28 -3.83
H21 -1.66 17.22 2.12
H22 4.93 15.60 1.13
H23 9.14 12.84 0.02
H24 -0.10 14.78 -0.58
H25 -5.33 17.87 0.96
H26 8.87 19.85 -2.24
H27 2.06 12.61 -4.36
H28 -1.92 15.88 1.07
H29 -5.16 15.52 -2.73
H30 8.54 13.73 -1.33
H31 4.40 17.31 -7.62
H32 5.17 15.93 -7.30
H33 8.00 22.22 0.20
H34 9.05 12.13 -1.59
H35 -1.05 17.38 0.57
H36 6.83 11.83 -4.16
H37 5.03 17.20 -5.96
H38 -2.41 12.54 -3.98
H39 -4.26 17.35 2.25

Here are the calculated DFT total energy numbers, same order: -21925.63604; -52728.09785; -85901.42625; -90644.51149 (eV).